i) # CH7N3

A 2-piece molecular cluster, CH7N3 overall (wB97M-V/def2-TZVPD, the OMol25 dataset).

Each line ends with the natural charge from an NBO analysis.
Geometry (Å):
1 H 1.201 -4.012 -0.780  0.340
2 N 0.937 -3.149 -1.241  -0.714
3 C 0.692 -2.254 -0.369  0.274
4 N 0.170 -1.034 -0.760  -0.821
5 H 0.859 -2.380 0.703  0.145
6 H -0.319 -0.500 -0.064  0.381
7 H -0.269 -1.144 -1.664  0.394
8 N -0.999 3.823 0.881  -1.052
9 H -0.033 3.730 0.570  0.352
10 H -1.300 2.851 0.857  0.347
11 H -0.938 4.068 1.867  0.354

Calculated values
HOMO energy (eV): -9.47
Kohn-Sham gap (eV): 10.1
SMILES: [H]/N=C/N.N

***

ii) # CH7N3

A 3-piece molecular cluster, CH7N3 overall (wB97M-V/def2-TZVPD, the OMol25 dataset).

Each line ends with the natural charge from an NBO analysis.
Geometry (Å):
1 C 0.260 1.126 -0.183  -0.424
2 N -0.061 -0.036 -0.940  -0.760
3 H 0.570 -0.269 -1.699  0.385
4 H -1.714 -1.131 0.010  -0.214
5 H -0.651 1.562 0.233  0.209
6 H 0.907 0.869 0.694  0.142
7 H 0.800 1.886 -0.751  0.213
8 N -0.062 -1.672 0.326  0.102
9 N 0.521 -1.431 1.317  -0.360
10 H 0.575 -0.487 1.758  0.356
11 H -1.143 -0.418 -0.765  0.352

Calculated values
HOMO energy (spin up / spin down) (eV): -7.74 / -7.74
Kohn-Sham gap (spin up / spin down) (eV): 7.7 / 7.7

***

Result of the stability comparison: ii) is the least stable of them.

***

i) # C5H6O3

A 3-piece molecular cluster, C5H6O3 overall (wB97M-V/def2-TZVPD, the OMol25 dataset).

Each line ends with the natural charge from an NBO analysis.
Geometry (Å):
1 C 2.546 -0.033 0.440  -0.685
2 C 1.049 0.206 0.045  0.328
3 C -0.658 1.428 -0.209  -0.006
4 C -1.105 0.201 -0.183  0.136
5 C -0.048 -0.639 -0.177  0.082
6 H 3.406 0.548 -0.200  0.251
7 H 2.710 -1.194 0.415  0.242
8 H 2.415 0.314 1.621  0.240
9 H -1.185 2.246 -0.780  0.214
10 H -2.178 -1.127 -1.246  0.453
11 H -1.202 -2.381 1.170  0.358
12 O 0.723 1.501 0.136  -0.403
13 O -2.446 -0.165 -0.133  -0.599
14 O -0.111 -2.008 -0.063  -0.611

Calculated values
HOMO energy (eV): -8.03
Kohn-Sham gap (eV): 6.4

***

ii) # C5H6O3

A single C5H6O3 molecule (wB97M-V/def2-TZVPD, the OMol25 dataset).

Each line ends with the natural charge from an NBO analysis.
Geometry (Å):
1 C -1.143 0.185 -1.426  -0.282
2 C -0.244 -0.034 -0.455  -0.195
3 C 1.222 0.467 -0.583  -0.105
4 O 1.526 1.485 0.384  -0.700
5 C -0.651 -1.134 0.504  0.455
6 O -1.290 -2.097 0.264  -0.447
7 C -0.287 -0.695 1.897  0.298
8 O -0.779 -1.293 2.851  -0.442
9 H -2.129 -0.266 -1.451  0.221
10 H -0.900 0.895 -2.264  0.197
11 H 1.938 -0.383 -0.239  0.194
12 H 1.488 0.661 -1.678  0.194
13 H 0.845 2.117 0.215  0.464
14 H 0.406 0.092 1.982  0.148

Calculated values
HOMO energy (eV): -9.81
Kohn-Sham gap (eV): 8.9
SMILES: C=C(CO)C(=O)C=O

***

Result of the stability comparison: i) is the least stable of them.

***

i) # C5H6O3

A single C5H6O3 molecule (wB97M-V/def2-TZVPD, the OMol25 dataset).

Each line ends with the natural charge from an NBO analysis.
Geometry (Å):
1 C 1.453 -1.221 0.175  -0.645
2 C 0.257 -0.564 -0.470  -0.358
3 C -1.448 -0.678 0.213  0.588
4 O -2.102 -1.610 0.565  -0.531
5 C -1.391 0.748 0.178  0.053
6 O -2.338 1.657 0.380  -0.651
7 C -0.056 0.835 -0.178  0.331
8 O 0.746 1.864 0.006  -0.637
9 H 2.369 -1.054 -0.404  0.206
10 H 1.307 -2.303 0.233  0.236
11 H 1.621 -0.851 1.191  0.213
12 H 0.063 -0.892 -1.490  0.214
13 H -2.130 2.448 -0.141  0.487
14 H 1.648 1.623 -0.259  0.495

Calculated values
HOMO energy (eV): -8.57
Kohn-Sham gap (eV): 8.9
SMILES: C[C@H]1C(=O)C(O)=C1O

***

ii) # C5H6O3

A single C5H6O3 molecule (wB97M-V/def2-TZVPD, the OMol25 dataset).

Each line ends with the natural charge from an NBO analysis.
Geometry (Å):
1 O 1.337 0.411 -2.705  -0.534
2 C 0.583 -0.096 -1.877  0.663
3 O 0.157 -1.272 -2.203  -0.678
4 C 0.342 0.321 -0.578  0.443
5 O 0.517 1.461 -0.421  -0.477
6 C -0.310 -0.522 0.498  -0.345
7 C 0.406 0.095 1.700  -0.390
8 C -1.032 0.663 1.332  -0.337
9 H -0.057 -1.422 -3.188  0.521
10 H -0.397 -1.581 0.375  0.255
11 H 0.071 -0.725 2.509  0.213
12 H 1.168 0.759 1.737  0.236
13 H -1.816 0.351 1.901  0.206
14 H -0.971 1.558 0.921  0.226

Calculated values
HOMO energy (eV): -10.16
Kohn-Sham gap (eV): 9.9
SMILES: O=C(O)C(=O)C1CC1

***

Result of the stability comparison: ii) is the least stable of them.

***

i) # C23H29N3O4

A single C23H29N3O4 molecule (wB97M-V/def2-TZVPD, the OMol25 dataset).

Each line ends with the natural charge from an NBO analysis.
Geometry (Å):
1 C 3.700 0.610 0.085  -0.210
2 O 2.412 1.465 0.321  -0.526
3 C 1.373 1.197 -0.604  0.233
4 C 1.280 0.256 -1.671  -0.201
5 C 0.316 -0.164 -2.382  -0.196
6 C 0.333 -1.297 -3.287  0.692
7 O 1.394 -1.809 -3.635  -0.602
8 N -0.949 -2.033 -3.340  -0.665
9 C -0.732 -3.346 -3.920  -0.054
10 C -2.081 -3.436 -5.034  -0.589
11 C -1.094 -4.210 -2.967  -0.531
12 C -0.273 -4.059 -1.823  0.335
13 C 1.104 -4.683 -1.772  -0.260
14 C 1.832 -4.158 -0.718  -0.122
15 C 1.648 -3.005 0.176  -0.305
16 C 0.359 -2.556 0.062  0.040
17 N -0.571 -2.892 -0.812  -0.477
18 C -0.663 0.646 -2.288  -0.129
19 C -0.968 1.702 -1.338  -0.271
20 C 0.156 1.913 -0.526  0.270
21 O 0.114 3.075 0.352  -0.557
22 C 0.742 2.917 1.690  0.080
23 C 0.238 4.296 2.199  -0.418
24 C -1.149 4.517 2.493  -0.238
25 N -1.375 3.170 3.579  -0.406
26 C -1.786 3.460 4.739  0.618
27 C -1.743 2.316 5.604  -0.717
28 O -1.695 4.490 5.224  -0.610
29 C -1.125 1.953 2.804  -0.192
30 C 0.447 1.828 2.605  -0.440
31 H 3.401 -0.333 0.374  0.182
32 H 4.411 0.920 0.689  0.187
33 H 4.011 0.594 -0.905  0.191
34 H 2.161 -0.526 -1.740  0.226
35 H -1.865 -1.567 -3.016  0.447
36 H 0.059 -3.514 -4.571  0.259
37 H -2.999 -3.358 -4.568  0.195
38 H -1.739 -2.617 -5.808  0.220
39 H -1.909 -4.598 -5.431  0.194
40 H -2.065 -4.029 -2.382  0.241
41 H -0.911 -5.362 -3.054  0.240
42 H 1.290 -5.267 -2.452  0.186
43 H 2.893 -4.561 -0.693  0.198
44 H 2.100 -2.735 1.081  0.227
45 H 0.033 -1.847 0.777  0.179
46 H -1.741 0.520 -2.776  0.184
47 H -1.797 2.390 -1.277  0.246
48 H 1.791 3.057 1.485  0.217
49 H 1.090 4.528 3.094  0.200
50 H 0.600 5.263 1.566  0.233
51 H -1.655 4.387 1.617  0.202
52 H -1.504 5.185 3.291  0.272
53 H -2.027 2.516 6.631  0.236
54 H -1.037 1.645 5.842  0.237
55 H -2.553 1.480 5.325  0.195
56 H -1.520 1.696 1.978  0.189
57 H -1.332 1.175 3.586  0.204
58 H 1.185 1.879 3.473  0.244
59 H 0.387 0.916 2.050  0.218

Calculated values
HOMO energy (eV): -8.70
Kohn-Sham gap (eV): 8.9
SMILES: COc1cc(C(=O)N[C@H](C)Cc2ccccn2)ccc1OC1CCN(C(C)=O)CC1

***

ii) # C23H29N3O4

A single C23H29N3O4 molecule (wB97M-V/def2-TZVPD, the OMol25 dataset).

Each line ends with the natural charge from an NBO analysis.
Geometry (Å):
1 C 2.825 -5.277 4.133  -0.252
2 O 2.277 -5.420 2.845  -0.491
3 C 1.848 -4.305 2.193  0.310
4 C 1.338 -4.508 0.909  -0.260
5 C 0.881 -3.443 0.167  -0.175
6 C 0.907 -2.146 0.677  -0.100
7 C 0.344 -1.048 -0.192  -0.150
8 C 0.845 0.393 0.047  0.690
9 O 1.288 0.799 1.101  -0.622
10 N 0.660 1.140 -1.065  -0.613
11 C 0.906 2.505 -1.256  0.141
12 C 0.475 3.072 -2.453  -0.239
13 C 0.696 4.410 -2.709  -0.190
14 C 1.348 5.220 -1.787  -0.043
15 C 1.582 6.681 -2.079  -0.233
16 C 0.865 7.562 -1.054  -0.595
17 C 3.079 6.997 -2.113  -0.595
18 C 1.773 4.642 -0.597  -0.153
19 C 1.561 3.304 -0.326  -0.247
20 N -1.124 -1.018 -0.088  -0.413
21 C -1.663 -1.093 1.249  -0.426
22 C -1.827 -0.835 -1.215  0.677
23 O -1.281 -0.593 -2.287  -0.669
24 C -3.344 -0.975 -1.148  -0.322
25 N -3.762 -2.265 -0.651  -0.617
26 C -4.550 -2.413 0.442  0.684
27 C -4.918 -3.849 0.733  -0.713
28 O -4.905 -1.470 1.116  -0.625
29 C 1.408 -1.951 1.954  -0.117
30 C 1.882 -3.014 2.705  -0.326
31 H 3.108 -6.281 4.445  0.201
32 H 3.714 -4.638 4.122  0.178
33 H 2.094 -4.871 4.839  0.176
34 H 1.319 -5.513 0.517  0.224
35 H 0.495 -3.618 -0.828  0.210
36 H 0.563 -1.302 -1.237  0.248
37 H 0.181 0.688 -1.842  0.436
38 H -0.035 2.455 -3.179  0.213
39 H 0.354 4.833 -3.643  0.208
40 H 1.165 6.902 -3.068  0.199
41 H 1.267 7.400 -0.057  0.201
42 H -0.198 7.333 -1.035  0.212
43 H 0.989 8.613 -1.308  0.206
44 H 3.582 6.367 -2.842  0.212
45 H 3.238 8.038 -2.385  0.206
46 H 3.532 6.824 -1.140  0.201
47 H 2.283 5.243 0.141  0.200
48 H 1.897 2.877 0.604  0.248
49 H -1.652 -2.123 1.616  0.204
50 H -1.040 -0.487 1.907  0.221
51 H -2.681 -0.716 1.290  0.237
52 H -3.718 -0.818 -2.165  0.227
53 H -3.782 -0.216 -0.492  0.256
54 H -3.500 -3.073 -1.193  0.399
55 H -5.498 -3.891 1.650  0.244
56 H -4.020 -4.453 0.846  0.228
57 H -5.512 -4.254 -0.083  0.230
58 H 1.454 -0.957 2.367  0.242
59 H 2.273 -2.817 3.691  0.219

Calculated values
HOMO energy (eV): -8.15
Kohn-Sham gap (eV): 8.7
SMILES: COc1ccc([C@H](C(=O)Nc2ccc(C(C)C)cc2)N(C)C(=O)CNC(C)=O)cc1

***

Result of the stability comparison: i) is the least stable of them.